C5H11P as an isolated structure at a distorted geometry. Source: the Open Molecules 2025 dataset; level of theory: wB97M-V/def2-TZVPD.

Summary:
Molecular weight (u): 102.12
Gap between HOMO and LUMO (eV): 9.82
Total energy (Ha): -538.35517

The geometry in ORCA input format:
```
! RIJCOSX wB97M-V def2-TZVPD def2/J DEFGRID3
* xyz 0 1
C -0.7659 0.1278 -0.4323
C -1.7622 0.9674 -0.2967
C -1.9997 1.9082 0.8501
C 2.0574 0.1172 -0.7398
C 0.9199 -1.9199 0.6022
P 0.7677 -0.1148 0.6024
H -0.9678 -0.6409 -1.6150
H -2.5228 1.1069 -1.0073
H -1.9720 2.8137 0.2439
H -1.1264 1.9251 1.4683
H -2.8916 1.6619 1.3326
H 3.0562 0.0997 -0.4864
H 1.8341 -0.4785 -1.5610
H 1.7938 1.1258 -1.1399
H 0.4335 -2.6941 -0.0577
H 1.9764 -2.0815 0.5763
H 0.7740 -2.3886 1.6745
*
```